# C32H30BF7O2S

A cluster of 2 separate species, C32H30BF7O2S in total (ωB97M-V/def2-TZVPD, the OMol25 dataset).

Geometry as XYZ:
```
73
Properties=species:S:1:pos:R:3:mulliken_charge:R:1
C 4.25 0.71 1.81 -2.0573
C 3.46 0.54 0.52 1.5202
C 3.92 -0.69 -0.25 -1.6225
O 2.13 0.20 0.92 -0.4459
B 1.35 1.33 0.69 1.0038
C -0.17 0.66 0.76 0.8654
C -1.24 1.61 0.30 0.3434
C -2.58 1.36 0.63 -0.2012
C -3.58 2.27 0.30 -0.5195
C -3.23 3.54 -0.14 -0.9192
C -1.90 3.82 -0.47 -0.6274
C -0.92 2.82 -0.33 -0.1994
C -0.14 0.55 2.28 0.3726
C -0.42 -0.60 3.03 -0.5928
C -0.32 -0.55 4.43 -0.7252
C -0.07 0.65 5.11 -0.7177
C 0.20 1.78 4.33 0.0678
F 0.45 2.98 4.94 -0.3420
C 0.24 1.72 2.94 -0.2627
O 2.01 2.43 0.22 -0.6132
C 3.28 1.91 -0.29 1.5965
C 4.36 2.94 -0.07 -1.8595
C 3.14 1.66 -1.79 -1.8103
H 5.31 0.83 1.59 0.3938
H 3.88 1.57 2.39 0.3252
H 4.10 -0.19 2.43 0.4606
H 4.93 -0.58 -0.65 0.3625
H 3.91 -1.53 0.46 0.4082
H 3.22 -0.93 -1.06 0.2269
H -0.26 -0.32 0.27 -0.3592
H -2.81 0.44 1.19 0.4895
H -4.62 1.97 0.40 0.4591
H -3.99 4.31 -0.28 0.3804
H -1.62 4.81 -0.83 0.4178
H 0.10 3.01 -0.66 0.3542
H -0.69 -1.53 2.53 0.4403
H -0.45 -1.47 5.01 0.4212
H -0.08 0.73 6.20 0.4272
H 0.51 2.62 2.38 0.4527
H 5.32 2.53 -0.41 0.3685
H 4.17 3.84 -0.67 0.4446
H 4.44 3.22 0.98 0.3433
H 4.09 1.31 -2.21 0.4112
H 2.36 0.92 -2.02 0.1597
H 2.88 2.60 -2.30 0.4556
C 2.48 -4.86 -2.71 -1.2539
C 1.51 -3.77 -2.51 0.8488
C 1.35 -2.64 -3.32 -0.9566
C 0.18 -1.89 -3.00 -0.4723
C -0.55 -2.47 -1.97 0.1363
C -1.82 -2.01 -1.49 1.8515
C -2.37 -2.54 -0.30 -0.9809
C -3.64 -2.17 0.08 -0.4541
C -4.14 -2.62 1.42 0.7742
F -5.50 -2.58 1.54 -0.2921
F -3.74 -3.88 1.77 -0.2718
F -3.63 -1.78 2.40 -0.2254
C -4.43 -1.33 -0.70 -1.1708
C -3.85 -0.75 -1.82 0.0006
C -4.62 0.25 -2.64 0.8698
F -3.80 1.30 -3.02 -0.2594
F -5.13 -0.29 -3.80 -0.2816
F -5.68 0.81 -1.97 -0.2701
C -2.55 -1.03 -2.20 -0.5077
S 0.31 -3.82 -1.27 -0.2629
H 2.88 -4.82 -3.73 0.3613
H 3.31 -4.81 -2.00 0.2769
H 1.96 -5.82 -2.57 0.3381
H 2.03 -2.42 -4.13 0.3944
H -0.16 -0.99 -3.52 0.4095
H -1.79 -3.24 0.30 0.3816
H -5.46 -1.11 -0.43 0.5259
H -2.10 -0.49 -3.03 0.3935
```

Charge ... 0
SMILES ... CC1(C)OB([C@H](c2ccccc2)c2cccc(F)c2)OC1(C)C.Cc1ccc(-c2cc(C(F)(F)F)cc(C(F)(F)F)c2)s1
Highest occupied orbital energy ... -8.4 eV
Calculated total energy ... -68303.431 eV
Lowest unoccupied orbital energy ... -0.31 eV
Spin multiplicity ... 1

=====

# C32H30BN12O3W

A structure of composition C32H30BN12O3W (ωB97M-V/def2-TZVPD, the OMol25 dataset).

Geometry as XYZ:
```
79
Properties=species:S:1:pos:R:3:mulliken_charge:R:1
W 0.21 0.08 -0.08 2.2592
C 0.55 -4.10 0.81 -1.3690
C 0.92 -3.03 0.01 -0.2181
N 0.09 -2.01 0.25 -0.2350
N -0.83 -2.40 1.22 0.7022
C -0.55 -3.66 1.56 -0.0374
B -2.10 -1.52 1.61 0.4767
N -2.71 -1.07 0.23 0.0661
C -3.94 -1.15 -0.27 0.1454
C -3.97 -0.44 -1.49 -1.7018
C -2.71 0.10 -1.65 -0.2784
N -1.94 -0.28 -0.63 -0.4291
N -1.69 -0.18 2.35 0.7562
C -2.09 0.39 3.51 -0.0679
C -1.51 1.66 3.61 -1.3425
C -0.77 1.84 2.45 -0.4114
N -0.92 0.77 1.66 -0.1784
N -3.04 -2.34 2.49 0.4136
C -3.81 -3.41 2.16 -0.2659
C -4.08 -4.11 3.31 -0.9800
C -3.38 -3.43 4.33 -0.1845
N -2.70 -2.43 3.83 -0.9865
H 0.97 -5.10 0.81 0.4703
H 1.71 -2.93 -0.72 0.5562
H -1.12 -4.19 2.31 0.4230
H -4.73 -1.65 0.27 0.6344
H -4.81 -0.32 -2.16 0.4587
H -2.32 0.74 -2.43 0.7005
H -2.72 -0.16 4.20 0.5536
H -1.64 2.35 4.44 0.4792
H -0.13 2.65 2.16 0.5179
H -4.09 -3.62 1.15 0.5541
H -4.71 -4.99 3.44 0.4463
H -3.34 -3.68 5.39 0.4587
C 0.90 -1.52 4.15 -0.3868
O 2.19 -0.89 4.46 -0.3830
C 2.96 -0.29 3.54 -0.3626
C 4.21 0.18 3.96 -0.5644
C 5.16 0.76 3.10 -0.8897
C 4.87 0.85 1.75 -0.5929
C 3.61 0.42 1.28 0.3224
C 3.35 0.37 -0.10 -0.5214
N 2.25 0.06 -0.76 0.6897
N 2.42 -0.01 -2.12 -1.0601
C 1.25 -0.11 -2.75 0.5902
O 0.10 -0.24 -2.19 -0.7111
C 1.16 0.03 -4.18 0.3777
C 2.30 0.40 -4.91 -0.5727
C 2.21 0.71 -6.25 -0.6386
C 0.98 0.66 -6.91 -0.5125
C -0.15 0.29 -6.18 -0.7062
C -0.08 -0.03 -4.83 -0.2061
C 2.57 -0.02 2.16 1.1608
O 1.36 -0.21 1.79 -0.3041
H 0.69 -2.15 5.02 0.3237
H 0.98 -2.12 3.24 0.1640
H 0.14 -0.76 4.03 0.1996
H 4.42 0.07 5.04 0.4865
H 6.09 1.16 3.51 0.4319
H 5.57 1.28 1.04 0.4647
H 4.20 0.66 -0.73 0.4014
H 3.26 0.45 -4.39 0.4187
H 3.12 1.03 -6.77 0.4036
H 0.88 0.91 -7.96 0.4098
H -1.12 0.24 -6.67 0.4294
H -0.96 -0.32 -4.28 0.5255
N -0.64 5.36 -3.36 -0.4777
C -0.37 4.36 -2.48 1.1144
C -1.38 3.88 -1.57 -0.9119
C -1.08 2.86 -0.70 -0.4756
N 0.15 2.25 -0.74 0.1743
C 1.17 2.73 -1.51 -0.2987
C 0.92 3.71 -2.44 -0.8682
H -1.54 5.82 -3.37 0.2188
H 0.09 5.72 -3.98 0.2159
H -2.38 4.32 -1.56 0.3674
H -1.79 2.46 0.04 0.4120
H 2.16 2.29 -1.37 0.3991
H 1.70 4.02 -3.15 0.3565
```

Charge ... +2
Expectation value of S² ... 3.7994
Highest occupied orbital energy (spin up / spin down) ... -13.1 / -13.3 eV
Calculated total energy ... -60185.776 eV
Lowest unoccupied orbital energy (spin up / spin down) ... -6.09 / -8.33 eV
Spin multiplicity ... 4